The following is a DFT calculation (ωB97M-V/def2-TZVPD) of a cluster of 3 separate species, C6H17FO8PS2 in total at a distorted geometry.

```
! RIJCOSX wB97M-V def2-TZVPD def2/J DEFGRID3
* xyz -1 1
C -0.118 1.631 1.306
C -1.183 0.363 1.340
F -1.095 -0.513 0.127
P -2.930 1.159 1.566
H -0.090 2.053 2.412
H 0.950 1.347 0.922
H -0.573 2.424 0.542
H -0.936 -0.302 2.299
H -2.295 2.102 2.476
H -2.734 2.062 0.456
H -3.535 0.219 0.634
H -3.155 0.234 2.658
H -4.205 1.836 1.811
C 5.325 1.497 0.159
C 3.903 1.428 0.709
O 3.708 2.662 1.396
S 4.566 3.828 0.644
O 3.677 4.543 -0.244
O 5.397 4.488 1.625
O 5.508 2.849 -0.258
H 6.061 1.280 0.941
H 5.477 0.815 -0.681
H 3.759 0.583 1.386
H 3.169 1.373 -0.102
C -1.831 -3.106 -1.538
C -3.251 -2.732 -1.952
O -3.516 -3.507 -3.120
S -2.714 -4.923 -3.009
O -3.634 -5.925 -2.518
O -1.927 -5.097 -4.208
O -1.717 -4.506 -1.789
H -1.091 -2.588 -2.157
H -1.638 -2.891 -0.484
H -3.356 -1.666 -2.165
H -3.975 -3.023 -1.184
*
```

Output
Kohn-Sham gap, eV: 5.79
M, g/mol: 331.300

Here are the natural (NBO) charges for atoms 1 to 5, given in e:
1 C -0.692
2 C -0.084
3 F -0.461
4 P 0.487
5 H 0.231